Here is 11 unconnected molecules or ions with the total composition C52H94F6N16O4P in a non-equilibrium geometry from OMol25. Energies are from ωB97M-V with the def2-TZVPD basis set.

Cartesian coordinates (Å):
1 C -19.7988 9.4417 -18.0032
2 C -20.4948 10.8423 -18.2510
3 N -21.5202 11.0454 -17.3475
4 C -21.3249 11.4517 -16.0611
5 C -22.5367 11.7359 -15.4566
6 N -23.5266 11.2833 -16.3653
7 C -22.8431 10.9311 -17.5469
8 C -24.9848 11.4065 -16.0651
9 H -19.4670 9.0267 -18.9550
10 H -20.5716 8.7711 -17.6272
11 H -18.8734 9.4146 -17.4280
12 H -20.9932 10.7433 -19.2153
13 H -19.8750 11.7324 -18.3592
14 H -20.3260 11.7203 -15.7504
15 H -22.7791 12.1095 -14.4728
16 H -23.3592 10.5492 -18.4154
17 H -25.3348 12.2845 -15.5222
18 H -25.3272 10.5325 -15.5111
19 H -25.6390 11.3345 -16.9339
20 C -14.9522 6.2307 -6.7565
21 C -15.2973 6.4027 -8.2001
22 N -15.1756 7.8416 -8.5193
23 C -13.9538 8.3893 -8.8011
24 C -14.1208 9.7447 -8.9574
25 N -15.4516 10.0573 -8.8048
26 C -16.0835 8.8684 -8.5885
27 C -16.0275 11.4177 -8.8778
28 H -15.5681 6.8159 -6.0736
29 H -13.8832 6.2825 -6.5499
30 H -15.2198 5.2863 -6.2825
31 H -16.3088 6.0990 -8.4698
32 H -14.5737 5.9650 -8.8878
33 H -13.0226 7.8434 -8.7647
34 H -13.4530 10.5593 -9.1956
35 H -17.1386 8.7565 -8.3872
36 H -16.2717 11.7260 -9.8944
37 H -15.5447 12.0666 -8.1471
38 H -17.0036 11.3385 -8.3994
39 C -19.1996 5.5101 -18.8031
40 C -19.2209 4.7361 -17.5289
41 N -19.3106 5.5595 -16.2876
42 C -18.3130 5.5577 -15.3020
43 C -18.6139 6.5454 -14.3353
44 N -19.8295 7.0704 -14.7066
45 C -20.2549 6.4207 -15.8612
46 C -20.5300 8.1915 -14.0864
47 H -20.1220 6.0791 -18.9191
48 H -19.3189 4.8360 -19.6513
49 H -18.3619 6.1724 -19.0218
50 H -18.3395 4.1016 -17.4364
51 H -20.1519 4.1754 -17.6132
52 H -17.4713 4.8837 -15.3621
53 H -18.0370 6.9265 -13.5056
54 H -21.1586 6.5687 -16.4338
55 H -21.3087 8.5734 -14.7466
56 H -19.9058 9.0451 -13.8220
57 H -21.0378 7.6887 -13.2633
58 C -26.7974 14.8298 -12.9994
59 C -25.9005 16.0042 -12.3484
60 N -24.5753 15.9223 -12.9453
61 C -24.1651 16.4289 -14.1597
62 C -22.9086 15.9282 -14.4537
63 N -22.4967 15.1863 -13.3691
64 C -23.4984 15.2278 -12.4301
65 C -21.3043 14.5008 -13.3060
66 H -26.1002 13.9924 -12.9713
67 H -27.0210 15.1496 -14.0172
68 H -27.6680 14.5617 -12.4009
69 H -25.8095 15.9668 -11.2628
70 H -26.5357 16.8326 -12.6619
71 H -24.7615 17.0335 -14.8269
72 H -22.2103 16.0392 -15.2701
73 H -23.5425 14.5973 -11.5544
74 H -21.0414 13.9580 -14.2140
75 H -21.4388 13.7913 -12.4895
76 H -20.5339 15.1981 -12.9770
77 C -22.8446 19.6734 -12.0026
78 C -21.9995 18.5349 -11.4135
79 N -20.7930 18.0882 -12.0710
80 C -20.3571 18.3791 -13.3344
81 C -19.1632 17.8054 -13.5858
82 N -18.7567 17.1146 -12.4678
83 C -19.8106 17.2758 -11.5428
84 C -17.4550 16.5546 -12.3294
85 H -22.2096 20.5587 -11.9688
86 H -23.7549 19.9196 -11.4560
87 H -23.3448 19.5760 -12.9661
88 H -22.6049 17.6539 -11.2007
89 H -21.6952 18.8767 -10.4242
90 H -20.9378 19.0465 -13.9539
91 H -18.5588 17.7313 -14.4777
92 H -19.8800 16.7483 -10.6029
93 H -16.8593 17.1259 -11.6175
94 H -16.8930 16.6013 -13.2622
95 H -17.4019 15.5495 -11.9110
96 C -14.4294 14.9889 -10.3305
97 C -13.6992 14.6701 -11.6629
98 N -12.2581 15.0906 -11.5810
99 C -11.7352 16.3536 -11.8649
100 C -10.3893 16.2725 -11.5672
101 N -10.0343 15.0115 -11.0837
102 C -11.2022 14.3176 -11.1081
103 C -8.7163 14.5922 -10.6881
104 H -15.3896 14.4756 -10.2802
105 H -14.5813 16.0296 -10.0442
106 H -13.8788 14.5719 -9.4873
107 H -14.2545 15.1197 -12.4861
108 H -13.7270 13.6314 -11.9923
109 H -12.4138 17.0909 -12.2679
110 H -9.6478 17.0513 -11.6680
111 H -11.4114 13.3100 -10.7801
112 H -8.7771 13.7396 -10.0117
113 H -8.2065 15.3820 -10.1364
114 H -8.0650 14.3230 -11.5196
115 C -21.2520 14.4882 -8.6185
116 C -20.2064 13.7779 -7.9048
117 N -20.4398 12.4095 -7.7695
118 C -20.4017 11.7348 -6.5455
119 C -20.6646 10.4000 -6.8439
120 N -20.9175 10.3059 -8.2469
121 C -20.7940 11.5402 -8.7594
122 C -21.1822 9.0573 -8.9293
123 H -21.3312 14.2616 -9.6817
124 H -20.9356 15.5309 -8.5875
125 H -22.2515 14.5457 -8.1875
126 H -20.0590 14.1961 -6.9091
127 H -19.2449 13.9293 -8.3954
128 H -20.3814 12.2388 -5.5905
129 H -20.7624 9.4807 -6.2856
130 H -21.0496 11.7150 -9.7941
131 H -20.6817 8.2281 -8.4293
132 H -20.9655 9.1202 -9.9957
133 H -22.2514 8.8517 -8.9801
134 C -16.1573 15.0912 -15.8424
135 C -16.3761 13.6396 -15.4219
136 N -15.2586 12.7351 -15.9016
137 C -14.2191 12.1792 -15.1794
138 C -13.3900 11.4393 -16.0120
139 N -13.9270 11.5011 -17.2595
140 C -14.9877 12.3721 -17.2209
141 C -13.3198 10.9463 -18.4764
142 H -16.1391 15.1418 -16.9310
143 H -15.3643 15.7070 -15.4180
144 H -16.9862 15.7668 -15.6315
145 H -17.3613 13.2278 -15.6409
146 H -16.4138 13.6362 -14.3325
147 H -14.1509 12.1473 -14.1020
148 H -12.5120 10.8403 -15.8206
149 H -15.6356 12.5673 -18.0627
150 H -12.3133 11.3105 -18.6825
151 H -13.9854 11.2697 -19.2767
152 H -13.3988 9.8671 -18.6071
153 C -22.9059 10.4156 -12.0180
154 C -23.5683 11.7103 -11.7831
155 O -23.3561 12.1775 -10.7085
156 O -24.3608 12.1743 -12.6061
157 H -23.0465 9.8879 -12.9613
158 H -23.0449 9.7050 -11.2032
159 H -21.8411 10.6441 -11.9721
160 C -14.9978 10.0682 -12.2917
161 C -13.4805 10.0679 -12.4074
162 O -12.8561 10.6382 -11.5093
163 O -12.9765 9.6114 -13.4273
164 H -15.4744 10.2003 -13.2631
165 H -15.3314 10.8940 -11.6632
166 H -15.4761 9.1986 -11.8411
167 P -18.4812 12.0669 -12.3419
168 F -19.9094 11.6223 -12.9719
169 F -17.6819 11.4353 -13.6365
170 F -18.6663 13.4967 -13.0694
171 F -17.0480 12.7269 -11.7528
172 F -19.3400 12.7899 -11.1814
173 F -18.2248 10.6855 -11.5351

Force components x, y, z for each atom (eV/Å):
0.13 0.80 -0.85
1.63 -2.12 -2.60
-3.43 0.63 2.38
-0.44 1.67 1.13
0.22 -1.79 -1.71
2.20 1.15 -1.02
-1.73 0.37 2.43
-1.01 -1.23 -0.51
-0.25 0.12 -0.21
0.22 -0.03 0.22
-0.37 0.35 0.61
0.17 0.05 -0.19
0.26 -0.24 0.39
-0.08 -0.21 0.25
-0.28 -0.11 0.11
0.22 0.13 -0.12
1.04 0.15 0.09
0.51 0.04 0.43
0.69 0.24 -0.60
-0.15 -1.14 1.63
-0.40 0.56 -0.34
-0.67 2.63 -1.01
0.34 1.47 0.30
0.21 0.26 -0.02
0.19 -2.05 -0.08
0.46 -0.53 0.65
-1.42 -1.23 1.03
0.37 0.97 -0.32
-0.10 0.61 -0.04
0.01 -0.74 -0.94
0.10 -0.15 0.09
-0.23 -0.47 0.20
-0.22 -0.11 -0.17
0.29 -0.48 -0.14
0.13 0.02 -0.08
0.90 0.26 0.10
0.70 0.19 -0.82
-0.33 -0.26 -0.05
-0.50 0.97 -1.17
-0.69 -0.16 0.05
0.74 0.73 2.52
-0.44 1.52 0.71
-0.03 -1.71 -2.25
-0.03 -1.00 -2.89
1.32 0.45 0.34
-0.98 -0.74 0.26
-0.07 0.39 0.29
0.45 -0.36 0.14
0.16 -0.17 0.35
-0.30 -0.08 0.25
0.30 -0.55 0.54
-0.04 0.17 -0.02
-0.14 -0.19 -0.04
-0.07 0.34 0.40
0.10 -0.20 -0.17
0.30 -0.45 0.19
-0.05 0.89 0.51
2.10 0.35 1.16
-2.49 -1.38 -0.54
2.99 0.10 0.07
0.79 -0.68 -1.04
-0.70 0.42 0.92
-4.83 2.12 0.21
-0.84 -0.18 -1.87
2.00 -1.32 1.75
-0.40 -0.52 -0.37
-0.25 -0.26 0.12
-0.01 0.40 -0.18
-0.05 -0.13 -0.20
1.19 0.89 0.22
-0.26 -0.03 0.36
-0.43 0.24 -0.14
0.03 -0.16 0.19
-0.09 0.30 0.05
0.45 -0.38 -0.11
0.41 -0.29 -0.40
0.42 0.46 -0.49
-1.86 -0.04 1.62
3.61 -1.86 -0.70
-1.06 1.12 -0.77
0.62 -0.59 0.01
-4.29 1.31 1.20
0.82 0.27 -1.33
1.83 -0.56 1.18
-0.29 0.24 -0.36
0.45 -0.37 1.05
0.89 -0.51 -0.54
-0.08 -0.16 -0.27
0.11 0.07 0.00
0.08 -0.14 -0.07
-0.16 0.49 0.03
0.14 0.28 0.07
-0.16 0.43 -0.01
-0.48 -0.09 -0.12
-0.63 -0.24 -0.41
0.29 -1.03 0.26
0.12 0.32 0.75
1.98 -0.52 0.35
0.77 -1.64 0.52
-0.18 0.93 -0.31
-4.01 0.83 -1.22
-1.30 0.58 -0.35
1.19 -0.53 0.76
-0.15 0.05 -0.34
0.17 0.19 -0.67
0.24 -0.13 -0.07
0.69 0.81 -0.17
0.21 -0.34 0.87
0.57 0.28 0.08
-0.01 -0.11 0.02
0.48 -0.20 -0.06
-0.18 0.01 -0.15
-0.30 0.15 -0.06
-0.40 0.03 -0.24
-1.25 2.39 -1.25
1.52 1.25 0.60
-1.15 -3.66 0.08
-0.80 -2.25 -1.45
-0.21 0.98 -1.21
1.08 1.77 2.21
0.09 -0.60 0.95
-1.00 -0.31 -0.82
-0.06 -0.47 0.03
0.04 0.34 -0.10
0.08 -0.67 0.20
-0.18 -0.11 0.09
0.10 -0.05 -0.20
0.42 -0.02 -0.16
0.08 0.38 0.38
0.18 0.58 0.01
0.08 0.23 -0.16
0.75 0.15 0.19
-0.14 0.04 0.65
-0.82 0.57 -1.18
0.97 0.40 1.03
1.16 -0.71 -2.18
0.66 -1.03 0.26
-1.10 0.45 0.81
-0.83 1.95 0.21
-0.33 -1.04 1.37
-1.14 0.22 -1.30
0.52 0.15 -0.08
0.73 -0.94 -0.01
-0.75 -0.59 0.30
0.28 0.00 -0.74
0.58 -0.58 0.07
-0.16 0.37 -0.04
-0.16 0.03 0.40
0.18 0.17 0.06
-0.14 -0.01 0.40
0.29 0.38 -0.22
0.29 -0.08 0.98
1.86 -1.78 -0.56
-1.87 -1.55 -1.96
1.95 2.67 4.92
-0.67 0.96 -2.61
-0.46 0.17 -0.13
-0.46 0.12 0.02
0.36 -0.08 -0.09
-1.09 0.32 0.15
-0.23 0.07 -0.53
0.60 1.35 2.16
0.01 -0.78 -1.69
0.07 -0.11 -0.12
0.11 0.17 -0.03
0.39 -0.46 -0.01
1.19 0.81 -0.46
0.39 -0.97 -0.19
-0.69 0.62 0.75
0.42 0.63 -1.80
-1.00 -0.97 -0.07
0.30 -0.86 1.74
-0.69 1.06 -0.15

Results
Electronic energy, Ha: -4153.856514
Charge: +5
Multiplicity: 1
HOMO-LUMO gap, eV: 6.02
Energy relative to the best compared isomer or geometry (same formula, charge and spin), kJ/mol: 272.86
Highest occupied orbital energy, eV: -15.595

These are the Mulliken partial charges, in e, on atoms 1 to 4: atom 1 (C): -0.843, atom 2 (C): -0.756, atom 3 (N): 0.239, atom 4 (C): -0.997